{"formula": "C68H155N9O11", "method": "wB97M-V/def2-TZVPD", "e_lumo_ha": 0.0167, "energy_ha": -4003.9143, "smiles": "CC1(C)CCCC(C)(C)N1O.CC1(C)CCCC(C)(C)N1O.CC1(C)CCCC(C)(C)N1O.CC1(C)CCCC(C)(C)N1O.CC1(C)CCCC(C)(C)N1O.CC1(C)CCCC(C)(C)N1O.COC[C@H](C)N.COC[C@H](C)N.COC[C@H](C)N.CO.CO", "molar_mass_g_mol": 1275.0, "de_lowest_ev": 1.9827, "charge": 0, "species": ["C", "C", "C", "C", "C", "C", "C", "C", "C", "N", "O", "H", "H", "H", "H", "H", "H", "H", "H", "H", "H", "H", "H", "H", "H", "H", "H", "H", "H", "H", "C", "C", "C", "C", "C", "C", "C", "C", "C", "N", "O", "H", "H", "H", "H", "H", "H", "H", "H", "H", "H", "H", "H", "H", "H", "H", "H", "H", "H", "H", "C", "C", "C", "C", "C", "C", "C", "C", "C", "N", "O", "H", "H", "H", "H", "H", "H", "H", "H", "H", "H", "H", "H", "H", "H", "H", "H", "H", "H", "H", "C", "C", "C", "C", "C", "C", "C", "C", "C", "N", "O", "H", "H", "H", "H", "H", "H", "H", "H", "H", "H", "H", "H", "H", "H", "H", "H", "H", "H", "H", "C", "C", "C", "C", "C", "C", "C", "C", "C", "N", "O", "H", "H", "H", "H", "H", "H", "H", "H", "H", "H", "H", "H", "H", "H", "H", "H", "H", "H", "H", "C", "C", "C", "C", "C", "C", "C", "C", "C", "N", "O", "H", "H", "H", "H", "H", "H", "H", "H", "H", "H", "H", "H", "H", "H", "H", "H", "H", "H", "H", "C", "O", "C", "C", "C", "N", "H", "H", "H", "H", "H", "H", "H", "H", "H", "H", "H", "C", "O", "C", "C", "C", "N", "H", "H", "H", "H", "H", "H", "H", "H", "H", "H", "H", "C", "O", "C", "C", "C", "N", "H", "H", "H", "H", "H", "H", "H", "H", "H", "H", "H", "C", "O", "H", "H", "H", "H", "C", "O", "H", "H", "H", "H"], "coordinates": [[17.256, 11.785, 17.326], [18.418, 12.715, 17.679], [19.558, 11.810, 18.232], [18.944, 13.594, 16.486], [19.822, 14.693, 16.978], [19.086, 15.515, 17.983], [18.636, 14.720, 19.273], [19.806, 14.410, 20.280], [17.663, 15.597, 20.073], [17.823, 13.574, 18.767], [17.514, 12.770, 19.877], [16.795, 11.320, 18.157], [16.474, 12.337, 16.791], [17.697, 11.023, 16.694], [19.978, 11.068, 17.565], [20.439, 12.372, 18.549], [19.171, 11.384, 19.183], [19.328, 12.842, 15.741], [18.114, 14.034, 16.002], [20.720, 14.264, 17.501], [20.179, 15.318, 16.166], [18.198, 15.889, 17.475], [19.619, 16.463, 18.254], [20.185, 15.348, 20.729], [20.606, 13.854, 19.826], [19.408, 13.870, 21.160], [17.396, 15.096, 20.982], [16.720, 15.597, 19.458], [17.959, 16.622, 20.219], [16.558, 12.774, 19.867], [9.353, 17.348, 18.108], [9.773, 18.825, 18.227], [10.255, 19.289, 16.813], [8.730, 19.845, 18.671], [8.311, 19.676, 20.098], [9.549, 19.946, 20.964], [10.684, 18.925, 20.666], [12.039, 19.538, 21.297], [10.356, 17.598, 21.253], [10.923, 19.003, 19.183], [11.901, 17.982, 18.914], [10.206, 16.805, 17.678], [8.951, 16.870, 18.977], [8.511, 17.235, 17.432], [11.004, 18.623, 16.432], [9.439, 19.241, 16.050], [10.688, 20.305, 16.777], [9.100, 20.877, 18.500], [7.848, 19.736, 18.026], [7.492, 20.379, 20.399], [7.923, 18.666, 20.187], [9.295, 19.956, 22.032], [9.931, 20.960, 20.712], [12.253, 20.547, 20.931], [12.910, 18.884, 21.055], [11.780, 19.841, 22.318], [10.322, 17.590, 22.352], [11.072, 16.805, 20.991], [9.367, 17.342, 20.860], [12.701, 18.451, 18.590], [11.937, 9.186, 12.833], [13.374, 9.312, 13.354], [14.270, 9.100, 12.144], [13.699, 10.724, 13.858], [13.218, 11.041, 15.241], [13.818, 9.987, 16.250], [13.445, 8.576, 15.843], [14.323, 7.622, 16.685], [11.906, 8.424, 16.057], [13.821, 8.431, 14.422], [13.504, 7.106, 14.000], [11.097, 9.096, 13.537], [11.632, 9.954, 12.150], [11.937, 8.225, 12.265], [13.855, 9.674, 11.357], [15.351, 9.207, 12.357], [14.248, 8.002, 11.851], [14.806, 10.712, 13.829], [13.288, 11.351, 13.049], [13.545, 12.071, 15.486], [12.150, 11.078, 15.263], [13.380, 10.211, 17.237], [14.909, 10.039, 16.397], [14.192, 7.826, 17.793], [15.375, 7.720, 16.363], [14.082, 6.574, 16.535], [11.481, 7.499, 15.702], [11.421, 9.268, 15.542], [11.627, 8.515, 17.100], [12.598, 7.069, 13.684], [15.561, 14.334, 14.274], [16.340, 15.487, 13.550], [16.621, 16.559, 14.576], [17.535, 14.953, 12.797], [18.248, 15.981, 11.917], [17.176, 16.519, 10.918], [15.810, 16.978, 11.582], [15.986, 18.419, 12.052], [14.806, 16.979, 10.433], [15.347, 15.949, 12.530], [14.299, 16.631, 13.304], [15.372, 13.500, 13.616], [16.126, 14.150, 15.150], [14.594, 14.683, 14.616], [17.432, 17.278, 14.410], [15.753, 17.160, 14.676], [16.874, 16.111, 15.536], [18.305, 14.648, 13.510], [17.302, 14.072, 12.215], [18.661, 16.803, 12.477], [19.048, 15.507, 11.318], [16.879, 15.663, 10.251], [17.540, 17.327, 10.305], [16.860, 18.596, 12.676], [15.084, 18.709, 12.552], [16.110, 19.055, 11.161], [15.152, 17.569, 9.625], [13.856, 17.448, 10.623], [14.646, 15.958, 10.120], [13.577, 16.279, 12.798], [15.800, 12.569, 24.872], [14.562, 13.499, 24.618], [13.451, 12.544, 24.147], [13.973, 14.200, 25.810], [14.909, 15.359, 26.380], [14.945, 16.394, 25.166], [15.476, 15.775, 23.897], [15.084, 16.769, 22.703], [17.009, 15.583, 23.913], [14.658, 14.569, 23.562], [15.254, 13.965, 22.408], [16.383, 12.427, 23.947], [16.522, 13.090, 25.528], [15.458, 11.661, 25.340], [12.455, 12.957, 24.033], [13.636, 12.250, 23.090], [13.322, 11.667, 24.758], [13.083, 14.677, 25.388], [13.651, 13.587, 26.654], [14.481, 15.803, 27.268], [15.959, 14.977, 26.582], [15.504, 17.273, 25.375], [13.902, 16.640, 24.950], [15.154, 17.830, 22.998], [13.988, 16.676, 22.513], [15.658, 16.566, 21.807], [17.346, 15.723, 24.916], [17.436, 16.253, 23.205], [17.373, 14.605, 23.533], [14.514, 13.748, 21.796], [9.117, 13.361, 19.570], [9.122, 12.979, 21.029], [10.230, 13.633, 21.798], [7.767, 13.479, 21.574], [7.485, 12.924, 22.948], [7.433, 11.358, 22.894], [8.676, 10.706, 22.312], [9.823, 10.555, 23.296], [8.225, 9.269, 21.902], [9.042, 11.458, 21.108], [10.345, 10.982, 20.695], [8.310, 12.941, 19.004], [8.947, 14.465, 19.581], [10.105, 13.194, 19.145], [11.229, 13.375, 21.388], [9.967, 14.693, 21.743], [10.196, 13.331, 22.854], [7.585, 14.527, 21.463], [6.987, 13.025, 20.917], [8.275, 13.273, 23.633], [6.635, 13.334, 23.424], [6.525, 11.073, 22.377], [7.357, 11.042, 23.952], [10.789, 10.299, 22.849], [9.623, 9.756, 24.028], [9.974, 11.498, 23.867], [7.457, 9.341, 21.151], [7.761, 8.811, 22.776], [9.148, 8.675, 21.533], [10.285, 10.766, 19.740], [12.766, 8.396, 21.825], [14.023, 9.049, 21.730], [15.161, 8.100, 21.687], [16.512, 8.687, 21.985], [16.972, 9.742, 20.987], [17.461, 7.561, 22.209], [12.716, 7.508, 21.125], [12.024, 9.133, 21.501], [12.606, 8.049, 22.874], [14.909, 7.247, 22.354], [15.150, 7.646, 20.623], [16.424, 9.331, 22.877], [17.029, 9.306, 19.985], [17.884, 10.125, 21.391], [16.251, 10.586, 20.966], [18.361, 7.944, 21.970], [17.509, 7.218, 23.156], [12.292, 12.274, 9.510], [11.460, 12.786, 10.471], [11.844, 14.047, 10.958], [10.831, 14.522, 11.919], [9.585, 15.013, 11.238], [11.517, 15.614, 12.594], [13.358, 12.341, 9.737], [12.200, 12.934, 8.593], [11.863, 11.313, 9.267], [12.821, 13.869, 11.414], [11.978, 14.772, 10.099], [10.379, 13.753, 12.611], [8.872, 15.250, 12.054], [9.189, 14.184, 10.668], [9.723, 15.952, 10.725], [12.023, 15.198, 13.415], [10.851, 16.218, 13.056], [13.733, 11.924, 19.888], [13.718, 13.263, 20.274], [14.383, 14.171, 19.406], [13.630, 14.388, 18.090], [14.299, 15.457, 17.261], [12.260, 14.639, 18.306], [14.758, 11.524, 19.845], [13.198, 11.855, 18.901], [13.126, 11.381, 20.588], [14.340, 15.193, 19.789], [15.435, 14.024, 19.191], [13.599, 13.516, 17.443], [15.272, 15.155, 16.831], [14.630, 16.342, 17.847], [13.644, 15.749, 16.407], [11.909, 14.189, 19.144], [11.999, 15.619, 18.605], [9.689, 14.713, 15.246], [11.095, 14.683, 15.455], [9.498, 14.356, 14.284], [9.150, 13.946, 15.828], [9.210, 15.719, 15.318], [11.183, 14.657, 16.410], [13.583, 19.305, 15.248], [12.697, 19.236, 14.206], [13.639, 20.370, 15.559], [13.313, 18.644, 16.067], [14.493, 18.874, 14.920], [12.671, 18.343, 13.854]], "mulliken_charge": [-1.720, 1.622, -1.608, -0.290, -0.818, -1.463, 1.400, -1.650, -1.310, 1.459, 0.009, -0.161, -0.213, 0.844, 0.481, 0.368, 0.091, 0.504, -0.528, 0.343, 0.496, 0.376, 0.472, 0.451, 0.423, 0.128, 0.021, -0.254, 0.751, -0.219, -1.336, 1.966, -1.875, -1.400, -0.438, -1.362, 1.836, -1.896, -0.942, -0.138, -0.016, -0.034, 0.196, 0.635, 0.171, 0.378, 0.362, 0.303, 0.406, 0.337, 0.296, 0.426, 0.364, 0.475, 0.135, 0.476, 0.639, -0.228, 0.042, 0.197, -1.554, 1.551, -2.042, -1.241, 0.659, -0.253, 2.102, -1.755, -1.618, 0.203, -0.547, 0.229, 0.292, 0.606, 0.395, 0.387, 0.415, 0.376, 0.162, -0.683, 0.349, -0.273, -0.063, 0.079, 0.427, 0.463, 0.366, 0.305, 0.333, 0.389, -0.686, 2.467, -0.643, -0.945, -0.855, -1.307, 1.728, -1.770, -2.036, 0.041, 0.904, 0.631, -1.163, -0.479, 0.361, 0.211, -0.618, 0.034, 0.511, 0.346, 0.496, 0.394, 0.466, 0.279, 0.284, 0.524, 0.499, 0.370, 0.418, -0.349, -1.354, 2.390, -2.403, -1.505, -0.665, -1.563, 2.080, -1.686, -1.625, -0.370, 1.702, -0.104, 0.274, 0.578, 0.227, 0.247, 0.550, 0.320, 0.390, 0.503, 0.240, 0.437, 0.396, 0.472, 0.342, -0.140, 0.525, 0.526, 0.032, -0.507, -2.213, 2.578, -0.904, -1.552, -0.723, -1.441, 1.809, -1.138, -1.902, -0.219, 0.085, 0.444, 0.027, 0.539, -0.066, -0.056, 0.274, 0.404, 0.484, 0.316, 0.525, 0.407, 0.410, -0.166, 0.513, 0.288, 0.517, 0.444, 0.168, 0.187, -0.537, 0.049, -1.015, 0.740, -0.647, -0.755, 0.346, -0.148, 0.285, 0.379, 0.172, 0.131, 0.366, 0.475, -0.381, 0.271, 0.249, -0.831, -0.374, -0.240, 0.787, -2.016, -0.299, 0.294, 0.336, 0.311, 0.170, 0.396, 0.056, 0.414, 0.403, 0.426, -0.258, 0.263, 0.736, 0.903, 0.162, 0.089, -0.154, 1.707, -0.833, 0.109, -0.777, 0.380, -0.325, -0.582, -0.875, 0.405, 0.169, -0.970, -0.326, -0.722, 0.106, 0.266, 0.297, 0.220, -0.167, -0.121, -0.619, 0.359, -0.128, 0.064, 0.307]}